1.
The following is a DFT calculation (ωB97M-V/def2-TZVPD) of a cluster of 2 separate species, C4H12 in total at a distorted geometry.

The geometry in XYZ format:
```
16
C4H12, DFT ωB97M-V/def2-TZVPD
C 0.846 -0.094 -2.288
C 0.097 1.166 -2.617
H 1.805 -0.043 -2.029
H 0.227 -0.654 -1.591
H 0.883 -0.488 -3.220
H 0.625 2.046 -2.166
H -0.939 1.181 -2.299
H 0.098 1.435 -3.710
C 0.128 -0.965 2.811
C -1.002 -0.133 2.091
H 0.735 -1.545 2.103
H 0.581 -0.434 3.562
H -0.361 -1.645 3.434
H -1.045 0.965 2.486
H -1.955 -0.500 2.444
H -1.070 -0.163 1.002
```


2.
The following is a DFT calculation (ωB97M-V/def2-TZVPD) of a structure of composition C2H6O2.

The geometry in XYZ format:
```
10
C2H6O2, DFT ωB97M-V/def2-TZVPD
O -1.325 1.308 -0.310
C -0.831 0.015 -0.099
C 0.841 -1.011 0.381
O 0.846 0.432 -0.231
H -1.052 1.600 -1.191
H -1.270 -0.294 0.842
H -1.003 -0.653 -0.934
H 1.304 -0.898 1.370
H 1.534 -1.556 -0.269
H 1.031 1.086 0.460
```


LUMO energy per entry: 1.13 0.70 eV
ΔE to the lowest compared entry with this formula, charge and spin per entry: 31.4 129.7 kcal/mol
Orbital gap per entry: 12.45 7.93 eV